# 1
Density functional theory data (ωB97M-V with the def2-TZVPD basis set) for a structure of composition C6H16BrN2O2 in a non-equilibrium geometry.

Summary:
charge	+1
highest occupied orbital energy	-12.739	eV
multiplicity	1
frontier orbital gap	0.339	Ha

XYZ file:
```
27
Properties=species:S:1:pos:R:3:forces:R:3:lowdin_charge:R:1
Br -1.9812 0.4980 -1.0993 -2.978 0.064 -3.541 0.49
C 2.3793 -0.3692 -0.9683 0.583 -0.307 -0.622 0.01
C 1.1667 0.1731 -1.6352 0.785 2.276 -1.131 -0.47
O 0.9872 1.3476 -1.8507 -0.156 -2.671 -0.056 0.15
N 0.1463 -0.8758 -2.1252 2.289 -0.507 -1.727 -0.03
H -0.1198 -1.4589 -1.3446 -0.192 -0.449 0.075 0.13
H -0.6581 -0.2864 -2.2852 -1.255 0.514 -0.339 -0.10
C 0.5228 -1.6754 -3.3618 1.119 -0.399 -0.190 0.02
H 2.1011 -0.9271 -0.0742 0.633 -0.088 -0.129 0.09
H 3.0909 0.4414 -0.8116 -0.378 0.082 0.528 0.12
H 2.9207 -1.0113 -1.6631 -0.213 -0.449 -0.020 0.10
H 1.2198 -2.4718 -3.1012 -0.007 0.135 0.271 0.10
H 1.0256 -1.0697 -4.1157 -0.050 0.476 0.416 0.11
H -0.2804 -2.1649 -3.9127 -0.641 0.382 0.770 0.11
C -1.9044 0.9299 3.7553 -0.593 -0.855 0.823 0.02
C -1.4040 1.5525 2.5198 0.824 0.588 -0.611 -0.41
O -1.0930 2.6737 2.3012 -0.114 0.213 0.259 0.19
N -1.2051 0.6289 1.3246 4.226 -1.560 5.436 -0.05
H -1.5460 -0.3094 1.4773 -0.643 -0.201 0.202 0.13
H -1.6150 0.9175 0.4478 -0.587 1.416 -0.845 -0.27
C 0.3336 0.3830 1.0993 -1.229 0.390 0.468 0.01
H -1.3170 0.0603 4.0500 0.072 -0.259 -0.402 0.10
H -2.9212 0.5883 3.5615 -0.119 -0.229 -0.038 0.11
H -1.9542 1.5095 4.6770 0.186 0.726 -0.597 0.11
H 0.5140 -0.2624 0.2396 -1.098 0.519 0.659 0.01
H 0.7670 -0.1675 1.9343 -0.290 0.295 0.342 0.11
H 0.8249 1.3461 0.9612 -0.174 -0.103 0.000 0.12
```
Positions in Å, forces in eV/Å.


# 2
Density functional theory data (ωB97M-V with the def2-TZVPD basis set) for a structure of composition C3GaO4 in a non-equilibrium geometry.

Summary:
charge	+1
highest occupied orbital energy (spin up / spin down)	-12.705 / -12.705	eV
multiplicity	1
frontier orbital gap (spin up / spin down)	0.204 / 0.204	Ha

XYZ file:
```
8
Properties=species:S:1:pos:R:3:forces:R:3:lowdin_charge:R:1
C -3.4518 -0.1870 0.1654 -0.320 0.511 1.450 0.39
C -2.1325 0.0830 0.2875 -4.884 -1.660 -2.496 -0.74
O -1.5321 -1.1094 -0.0910 3.571 1.288 0.629 -0.07
O -1.5471 1.1914 -0.1586 2.330 1.001 0.625 -0.01
O 1.7491 0.0355 0.0128 -0.604 0.165 -0.082 0.24
C 2.9145 -0.0299 -0.0183 4.331 -0.481 0.189 -0.21
O 4.0556 -0.1221 -0.0009 -1.908 0.247 -0.135 0.40
Ga -0.0556 0.1384 -0.1967 -2.515 -1.070 -0.181 1.00
```
Positions in Å, forces in eV/Å.


# 3
Density functional theory data (ωB97M-V with the def2-TZVPD basis set) for a structure of composition C6H16NSi in a non-equilibrium geometry.

Summary:
charge	+1
highest occupied orbital energy	-14.699	eV
multiplicity	1
frontier orbital gap	0.440	Ha

XYZ file:
```
24
Properties=species:S:1:pos:R:3:forces:R:3:lowdin_charge:R:1
C -2.1046 0.9109 0.5001 -2.976 1.084 -0.512 -0.17
C -2.3284 -0.5594 0.1835 1.991 -0.616 2.124 -0.12
C -0.6591 1.0271 0.7955 0.731 2.019 -0.422 -0.15
C -0.8704 -1.1212 0.2375 -1.584 -3.328 -1.670 -0.23
C -0.0213 0.1550 -1.4976 -3.398 0.447 0.776 0.00
C 3.1989 0.4898 -0.0969 2.001 2.398 -1.769 -0.25
N 0.0140 -0.0191 -0.0165 0.859 0.561 0.387 -0.39
Si 1.7472 -0.5219 0.4255 0.563 -3.538 -1.095 0.74
H -2.4146 1.5347 -0.3785 0.291 -0.463 0.759 0.14
H -2.7889 1.2141 1.3505 1.135 -0.034 -0.872 0.15
H -2.8691 -1.1345 0.9272 -0.293 0.282 0.199 0.13
H -2.8315 -0.6725 -0.7042 -0.908 -0.503 -2.233 0.08
H -0.2199 2.0019 0.4918 -0.239 -0.490 0.803 0.16
H -0.6178 0.7794 1.8426 1.153 0.061 0.430 0.14
H -0.7003 -1.5857 1.1756 0.355 0.048 1.234 0.11
H -0.6423 -1.9695 -0.4738 -0.437 1.035 0.478 0.14
H 0.6142 -0.5999 -1.8031 1.306 -1.238 -1.539 0.05
H -1.0933 -0.1042 -1.7742 1.530 0.477 -0.200 0.13
H 0.1906 1.1438 -1.8208 0.575 0.758 -0.181 0.11
H 3.2501 1.6628 -0.2049 -0.765 -2.151 0.843 0.09
H 4.0998 0.2319 0.4947 -0.745 0.041 0.443 0.04
H 3.6611 0.2678 -1.1055 -1.206 -0.392 0.635 0.05
H 1.6567 -0.9746 1.8107 -0.046 0.561 0.336 -0.01
H 1.7288 -2.1564 -0.3590 0.106 2.979 1.047 0.08
```
Positions in Å, forces in eV/Å.


# 4
Density functional theory data (ωB97M-V with the def2-TZVPD basis set) for a cluster of 2 separate species, C3H6O3S2 in total.

Summary:
charge	0
highest occupied orbital energy	-9.740	eV
multiplicity	1
frontier orbital gap	0.378	Ha

XYZ file:
```
14
Properties=species:S:1:pos:R:3:forces:R:3:lowdin_charge:R:1
O -0.6775 -1.5041 1.2948 -0.099 -0.346 -0.081 -0.07
C -0.4309 -0.4733 1.8494 -0.001 -0.224 0.216 -1.25
S 1.1886 0.2144 1.9962 0.248 0.395 0.297 0.80
S -1.6178 0.5401 2.6703 0.030 0.358 0.353 0.79
H 1.7638 -0.7008 1.2127 -0.004 -0.132 -0.082 -0.10
H -2.6743 -0.1665 2.2749 -0.095 -0.216 -0.122 -0.10
O -1.1559 0.6174 -0.4366 -0.039 0.107 -0.354 0.03
C -0.3831 0.9567 -1.2906 0.150 0.155 -0.272 -0.22
C 0.8161 0.1655 -1.7243 0.170 -0.232 -0.057 -0.23
O 1.0683 -0.9817 -0.9723 -0.205 -0.286 0.052 -0.09
H -0.5118 1.8956 -1.8603 -0.126 0.099 0.025 0.13
H 0.6700 -0.0892 -2.7895 -0.016 0.193 0.074 0.13
H 1.7026 0.8090 -1.6683 -0.115 0.089 -0.071 0.13
H 0.2420 -1.2829 -0.5564 0.100 0.040 0.023 0.06
```
Positions in Å, forces in eV/Å.


# 5
Density functional theory data (ωB97M-V with the def2-TZVPD basis set) for a cluster of 2 separate species, C7H14 in total in a non-equilibrium geometry.

Summary:
charge	0
highest occupied orbital energy (spin up / spin down)	-7.856 / -7.647	eV
multiplicity	1
frontier orbital gap (spin up / spin down)	0.301 / 0.301	Ha

XYZ file:
```
21
Properties=species:S:1:pos:R:3:forces:R:3:lowdin_charge:R:1
C 0.4805 1.2550 -1.4563 -0.072 0.041 0.269 -0.08
C -0.1243 0.0125 -0.8402 -0.309 -1.233 -1.630 -0.45
C 0.7900 -0.9098 -0.0614 -0.918 1.492 2.510 -0.33
C -1.2650 -0.5112 -1.3420 0.471 0.676 0.608 0.04
C 1.9074 -1.3927 -0.8029 1.127 -0.497 -0.633 0.04
H 0.1500 -1.6968 0.4010 0.446 0.086 -0.302 0.11
H 1.0012 1.0076 -2.3846 -0.048 -0.050 0.036 0.08
H -0.2940 1.9850 -1.6961 0.040 -0.006 0.007 0.08
H 1.2156 1.7220 -0.8002 -0.055 0.034 0.077 0.08
H -1.9065 0.0590 -2.0029 0.019 0.019 -0.055 0.06
H -1.6209 -1.4875 -1.0395 0.031 -0.032 0.036 0.06
H 2.7202 -1.9182 -0.3194 -0.058 -0.023 -0.005 0.05
H 1.9960 -1.2052 -1.8630 0.017 -0.002 -0.012 0.06
C -0.4715 1.0544 1.3795 -0.655 1.098 0.832 -0.10
C -1.1272 0.0082 2.1925 0.088 -0.729 -0.167 -0.17
H -1.1418 -0.9509 1.6313 -0.162 0.306 0.261 0.06
H -1.1135 1.7348 0.8394 0.045 -0.021 -0.186 0.06
H 0.4503 1.5027 1.7240 0.111 -0.079 -0.032 0.06
H 1.1102 -0.3016 0.9064 -0.103 -1.206 -1.685 0.13
H -0.5853 -0.2017 3.1167 -0.090 0.064 0.021 0.07
H -2.1715 0.2345 2.4175 0.075 0.062 0.049 0.07
```
Positions in Å, forces in eV/Å.


# 6
Density functional theory data (ωB97M-V with the def2-TZVPD basis set) for a structure of composition C43H34FeN7O2PS.

Summary:
charge	+1
highest occupied orbital energy (spin up / spin down)	-8.525 / -10.275	eV
<S²>	0.818
multiplicity	2
frontier orbital gap (spin up / spin down)	0.160 / 0.225	Ha

XYZ file:
```
89
Properties=species:S:1:pos:R:3:forces:R:3:lowdin_spin:R:1
Fe 0.1130 -0.3725 -0.8578 -0.876 0.045 0.228 0.06
C 3.5672 3.0437 2.1114 -0.007 0.078 0.067 0.00
C 4.0705 1.7526 1.6119 -0.020 0.032 -0.051 0.00
C 3.0585 0.6608 1.8949 -0.030 -0.034 -0.080 0.00
C 0.5135 1.0962 1.5806 0.145 0.036 0.135 0.03
C 0.1143 2.3368 2.2598 -0.115 -0.067 -0.078 0.00
C 0.9641 3.2222 2.7917 0.059 0.050 0.008 0.02
N -0.2006 0.1599 1.1130 -0.101 -0.017 -0.258 0.00
C -1.5635 0.0572 1.4647 0.058 -0.053 0.111 0.05
C -2.0336 0.1319 2.7680 -0.025 -0.028 0.020 -0.01
C -3.3885 -0.0303 3.0015 -0.006 0.005 0.013 0.06
C -4.2588 -0.2502 1.9300 -0.016 0.004 -0.019 -0.01
C -3.7999 -0.3201 0.6278 -0.028 0.035 0.013 0.06
C -2.4312 -0.1714 0.3819 0.044 -0.012 -0.118 0.01
N -1.7969 -0.2224 -0.8327 -0.101 -0.204 0.025 0.24
N -2.5034 -0.3897 -1.9348 0.118 -0.048 0.023 0.24
C -1.6555 -0.5357 -2.9894 -0.049 0.094 -0.004 0.02
C -2.1571 -0.6879 -4.2956 -0.009 0.023 0.010 0.05
C -1.2775 -0.8581 -5.3330 0.054 -0.004 -0.001 0.01
C 0.1038 -0.8798 -5.0815 -0.076 -0.017 -0.052 0.07
C 0.5331 -0.7251 -3.7869 -0.014 0.043 0.070 0.00
N -0.3127 -0.5538 -2.7577 0.117 -0.017 -0.223 0.07
H 4.3054 3.8181 2.2672 -0.009 0.014 0.029 0.00
H 5.1162 1.4973 1.5412 0.002 0.023 0.030 0.00
H 3.3527 -0.2888 1.4546 -0.003 -0.075 -0.093 0.00
H -0.9438 2.5706 2.1933 0.029 -0.006 0.039 0.00
H 0.5355 4.1641 3.1149 0.009 -0.013 0.014 0.00
H -1.3339 0.2584 3.5867 -0.015 -0.012 -0.011 0.00
H -3.7691 -0.0020 4.0136 -0.001 0.000 -0.018 0.00
H -5.3165 -0.3760 2.1245 0.017 -0.002 -0.001 0.00
H -4.4666 -0.4919 -0.2053 0.001 -0.005 0.012 0.00
H -3.2284 -0.6703 -4.4389 0.012 -0.001 -0.002 0.00
H -1.6476 -0.9762 -6.3434 0.007 -0.002 0.010 0.00
H 0.8217 -1.0145 -5.8773 -0.017 0.002 0.002 0.00
H 1.5849 -0.7285 -3.5255 -0.026 0.002 0.016 0.00
O 3.8681 -1.5640 -0.1452 -0.124 0.043 0.024 0.00
C 2.7227 -1.5766 -0.5841 0.088 -0.016 -0.013 0.00
O 2.0717 -0.5307 -0.9683 0.223 0.087 0.026 0.00
C 1.9692 -2.9019 -0.7079 -0.020 -0.039 0.048 0.00
P 0.1880 -2.6286 -0.4095 0.066 0.321 -0.103 0.00
C -0.6295 -4.0065 -1.2591 -0.020 0.001 -0.013 0.00
C -1.3395 -3.7992 -2.4372 0.007 0.011 -0.001 0.00
C -1.8944 -4.8747 -3.1183 -0.009 -0.011 0.004 0.00
C -1.7429 -6.1611 -2.6261 -0.004 -0.002 -0.008 0.00
C -1.0369 -6.3763 -1.4482 0.000 0.002 0.010 0.00
C -0.4835 -5.3055 -0.7671 0.006 -0.013 0.004 0.00
C -0.0955 -2.9871 1.3468 0.083 -0.002 0.026 0.00
C -1.3812 -3.3004 1.7838 -0.035 0.042 -0.010 0.00
C -1.6389 -3.4753 3.1346 -0.017 0.000 -0.011 0.00
C -0.6144 -3.3415 4.0616 0.018 0.000 0.004 0.00
C 0.6691 -3.0318 3.6331 0.013 0.006 0.019 0.00
C 0.9285 -2.8491 2.2809 0.019 -0.023 0.004 0.00
H 2.4139 -3.6712 -0.0798 0.024 -0.031 -0.026 0.00
H 2.0479 -3.2281 -1.7483 0.004 0.007 -0.025 0.00
H -1.4654 -2.7996 -2.8280 0.010 -0.139 0.024 0.00
H -2.4474 -4.7023 -4.0327 0.005 0.000 0.007 0.00
H -2.1755 -6.9994 -3.1569 0.004 0.010 0.006 0.00
H -0.9186 -7.3801 -1.0609 0.000 0.015 -0.005 0.00
H 0.0599 -5.4798 0.1545 -0.003 0.005 -0.008 0.00
H -2.1856 -3.4099 1.0649 0.003 -0.003 0.001 0.00
H -2.6408 -3.7207 3.4627 0.010 0.000 -0.006 0.00
H -0.8127 -3.4934 5.1149 0.003 0.007 -0.011 0.00
H 1.4746 -2.9579 4.3539 -0.006 0.018 -0.020 0.00
H 1.9400 -2.6275 1.9542 -0.012 0.016 0.015 0.00
N 1.3975 3.9728 -1.0053 -0.020 0.009 -0.157 0.00
C 0.3528 4.7997 -1.4919 0.063 -0.005 0.063 0.00
C 0.4266 6.1724 -1.3684 -0.018 0.082 0.025 0.00
C -0.6140 6.9635 -1.8468 0.059 0.003 0.028 0.00
C -1.7277 6.3761 -2.4175 -0.021 -0.062 -0.023 0.00
C -1.8052 4.9893 -2.5165 -0.074 0.087 -0.004 0.00
C -0.7562 4.2086 -2.0712 -0.051 -0.152 -0.002 0.00
S -0.8259 2.4514 -2.2878 -0.069 0.051 -0.247 0.00
N 0.2645 1.8884 -1.1316 0.555 -0.250 0.236 0.01
C 1.1857 2.6580 -0.6727 -0.067 0.086 0.091 0.00
C 2.1621 2.1283 0.2985 -0.032 -0.153 -0.098 0.00
C 3.4461 2.7024 0.6001 0.193 -0.114 -0.099 0.00
C 2.4335 3.0160 3.1787 0.002 0.012 -0.021 0.00
C 2.5072 1.7322 3.9825 -0.026 -0.018 0.001 0.00
C 2.7587 0.5889 3.3658 -0.031 0.022 -0.007 0.00
N 1.8767 1.1645 1.1165 0.024 0.216 0.338 0.00
H 2.1176 4.4525 -0.4913 0.001 0.017 0.051 0.00
H 1.2963 6.6304 -0.9105 -0.009 -0.007 -0.007 0.00
H -0.5462 8.0397 -1.7643 0.000 -0.012 -0.003 0.00
H -2.5396 6.9872 -2.7869 0.007 -0.008 0.002 0.00
H -2.6771 4.5195 -2.9561 0.017 0.006 0.023 0.00
H 4.0252 3.2563 -0.1221 -0.002 -0.004 -0.004 0.00
H 2.6661 3.8430 3.8477 0.011 0.021 0.002 0.00
H 2.2867 1.7824 5.0414 -0.002 0.004 -0.020 0.00
H 2.7680 -0.3677 3.8672 0.026 -0.011 0.007 0.00
```
Positions in Å, forces in eV/Å.


Table of E_tot (eV), in record order: -83590.5385, -63661.5755, -15841.3348, -31020.4499, -7481.0062, -114173.6219
Table of relative energy (zero: lowest compared OMol25 entry of this formula, charge and spin) (kcal per mole), in record order: 61.4, 0.0, 7.8, 0.0, 121.9, 39.6